A 2-piece molecular cluster, CH4N3P overall at a distorted geometry, computed with wB97M-V/def2-TZVPD.

Values from the calculation:
- ⟨S²⟩ = 2.009
- ΔE to the lowest compared entry with this formula, charge and spin (kcal/mol) = 0.0
- largest force on an atom (eV/A) = 2.39

```
! RIJCOSX wB97M-V def2-TZVPD def2/J DEFGRID3
* xyz 0 3
C -1.25 0.72 0.13
N -1.50 1.65 0.75
N 1.69 0.89 -0.51
N -0.64 -1.73 0.23
P -1.01 -0.64 -1.03
H 1.29 1.08 0.41
H 1.85 1.75 -1.02
H -0.39 -1.25 1.08
H -0.04 -2.46 -0.05
*
```

C21H30IKN6O2 as an isolated structure at a distorted geometry, computed with wB97M-V/def2-TZVPD.

Values from the calculation:
- E (a.u.) = -2194.867723
- largest force on an atom (eV/A) = 2.91

```
! RIJCOSX wB97M-V def2-TZVPD def2/J DEFGRID3
* xyz 0 1
K -0.59 -0.71 0.41
C -1.85 1.91 3.94
C -0.55 2.33 3.30
N -0.13 3.55 3.50
C 1.04 3.94 2.93
C 1.79 3.11 2.15
C 3.08 3.67 1.60
O 2.95 3.86 0.18
C 1.37 1.77 1.90
C 2.19 0.99 0.98
N 2.18 -0.27 0.73
C 3.16 -0.77 -0.15
C 4.36 -0.10 -0.44
C 5.31 -0.61 -1.31
C 5.10 -1.84 -1.93
C 3.95 -2.55 -1.63
C 3.02 -2.03 -0.74
I 1.41 -3.29 -0.25
C 0.17 1.34 2.52
O -0.34 0.17 2.39
H -2.13 2.65 4.69
H -1.76 0.92 4.39
H -2.66 1.85 3.20
H 1.37 4.95 3.14
H 3.91 2.99 1.82
H 3.28 4.62 2.09
H 3.73 4.34 -0.13
H 2.88 1.62 0.42
H 4.58 0.84 0.06
H 6.22 -0.05 -1.50
H 5.83 -2.25 -2.61
H 3.79 -3.53 -2.07
N -0.46 1.33 -1.32
C -1.88 1.68 -1.53
C -2.59 1.90 -0.19
N -2.72 0.67 0.58
C -4.05 0.12 0.83
C -4.16 -1.32 0.37
N -3.18 -2.15 1.10
H -0.03 1.09 -2.21
H 0.05 2.12 -0.96
H -2.01 2.57 -2.15
H -2.37 0.84 -2.03
H -2.03 2.65 0.38
H -3.57 2.33 -0.40
H -2.16 0.68 1.43
H -4.30 0.17 1.90
H -4.80 0.72 0.31
H -5.19 -1.66 0.50
H -3.91 -1.37 -0.69
H -3.37 -2.14 2.09
H -3.24 -3.12 0.80
C -0.65 -4.78 -4.43
C -1.56 -4.82 -3.20
C -1.68 -3.49 -2.57
N -1.78 -2.46 -2.08
H -0.54 -5.79 -4.84
H 0.33 -4.40 -4.17
H -1.07 -4.14 -5.21
H -1.17 -5.51 -2.45
H -2.56 -5.16 -3.46
*
```